[1]
Formula: C40H50KN7O9P2S3
Source: the OMol25 dataset
Level of theory: ωB97M-V/def2-TZVPD

Last column: Löwdin charge in e.
Atoms and positions in Å:
K1 0.557 -0.193 -0.288  0.681
C1 1.160 -3.812 -2.023  -0.049
C2 2.199 -2.802 -1.612  -0.318
N1 2.414 -2.710 -0.348  0.038
N2 3.494 -1.899 -0.022  -0.086
C3 3.771 -1.814 1.233  -1.165
S1 3.063 -2.511 2.641  0.413
S2 5.208 -0.830 1.687  0.821
C4 5.949 -0.262 0.118  -0.422
C5 6.191 1.220 0.126  -0.297
C6 7.386 1.744 0.613  -0.062
C7 7.608 3.115 0.643  -0.110
C8 6.633 3.983 0.174  -0.118
C9 5.442 3.466 -0.322  -0.090
C10 5.215 2.098 -0.345  -0.024
C11 2.922 -2.081 -2.697  -0.128
C12 3.501 -2.837 -3.712  -0.076
C13 4.203 -2.267 -4.765  -0.150
C14 4.308 -0.878 -4.804  -0.143
C15 3.719 -0.096 -3.834  -0.046
C16 2.981 -0.646 -2.744  -0.432
O1 2.411 0.108 -1.882  -0.242
H1 0.567 -4.104 -1.159  0.062
H2 0.511 -3.422 -2.810  0.072
H3 1.651 -4.702 -2.429  0.070
H4 6.889 -0.797 -0.022  0.070
H5 5.246 -0.558 -0.661  0.065
H6 8.151 1.065 0.977  0.106
H7 8.543 3.503 1.030  0.090
H8 6.801 5.053 0.190  0.088
H9 4.683 4.138 -0.706  0.090
H10 4.288 1.690 -0.745  0.107
H11 3.420 -3.919 -3.660  0.097
H12 4.661 -2.886 -5.526  0.073
H13 4.857 -0.401 -5.611  0.083
H14 3.795 0.986 -3.869  0.094
N3 -0.301 -4.545 5.657  0.175
C17 -1.249 -3.577 5.608  -0.495
O2 -2.114 -3.476 6.462  0.038
C18 -1.172 -2.630 4.441  -0.130
C19 -2.092 -1.587 4.375  -0.004
C20 -2.003 -0.692 3.325  -0.140
N4 -1.095 -0.782 2.351  0.079
C21 -0.227 -1.784 2.421  -0.206
C22 -0.220 -2.724 3.443  -0.033
H15 -0.316 -5.170 6.442  0.107
H16 0.447 -4.605 4.991  0.090
H17 -2.843 -1.486 5.146  0.111
H18 -2.689 0.147 3.261  0.094
H19 0.523 -1.880 1.647  0.038
H20 0.570 -3.463 3.404  0.061
C23 -0.596 5.954 2.287  -0.085
C24 -0.513 4.777 3.242  -0.336
O3 0.432 3.814 2.797  -0.317
P1 -0.147 2.599 1.823  0.857
O4 1.174 1.666 1.878  -0.361
C25 1.598 1.049 3.116  -0.283
C26 2.836 1.740 3.637  -0.067
O5 0.059 3.165 0.333  -0.342
C27 1.342 3.498 -0.237  -0.267
C28 1.086 4.426 -1.401  -0.063
H21 -1.291 6.706 2.667  0.070
H22 -0.939 5.626 1.305  0.062
H23 0.386 6.413 2.168  0.077
H24 -1.499 4.309 3.355  0.094
H25 -0.186 5.104 4.231  0.109
H26 1.820 0.004 2.894  0.059
H27 0.777 1.085 3.840  0.108
H28 3.630 1.681 2.892  0.061
H29 3.185 1.224 4.534  0.080
H30 2.633 2.786 3.871  0.064
H31 1.831 2.581 -0.570  0.101
H32 1.971 3.963 0.526  0.115
H33 0.452 3.933 -2.138  0.081
H34 2.026 4.694 -1.886  0.071
H35 0.594 5.342 -1.067  0.068
C29 -3.954 1.145 -2.618  -0.171
P2 -3.048 1.328 -1.077  0.541
C30 -3.997 0.450 0.173  -0.141
C31 -3.222 3.076 -0.648  -0.177
O6 -1.616 0.916 -1.123  -0.455
H36 -4.984 1.482 -2.497  0.053
H37 -3.990 0.101 -2.927  0.022
H38 -3.466 1.736 -3.394  0.061
H39 -5.039 0.771 0.181  0.061
H40 -3.531 0.637 1.141  0.032
H41 -3.956 -0.618 -0.036  0.033
H42 -4.263 3.397 -0.696  0.050
H43 -2.621 3.665 -1.342  0.052
H44 -2.828 3.230 0.357  0.024
O7 -7.671 0.181 -5.905  -0.483
S3 -6.593 -0.080 -4.973  0.753
O8 -5.741 -1.201 -5.324  -0.480
O9 -7.769 -0.936 -3.514  -0.199
C32 -7.326 -1.957 -2.877  -0.538
N5 -8.179 -2.990 -2.648  0.126
C33 -7.699 -4.021 -1.981  -0.167
C34 -6.392 -4.113 -1.521  -0.039
C35 -5.594 -3.010 -1.797  -0.256
N6 -6.042 -1.944 -2.440  0.187
C36 -4.169 -2.930 -1.380  -0.170
C37 -3.236 -2.363 -2.239  -0.012
C38 -1.952 -2.138 -1.773  -0.145
N7 -1.552 -2.443 -0.539  0.071
C39 -2.430 -3.050 0.254  -0.135
C40 -3.741 -3.317 -0.117  -0.020
H45 -8.394 -4.841 -1.808  0.095
H46 -6.017 -4.985 -1.006  0.094
H47 -3.535 -2.073 -3.239  0.114
H48 -1.218 -1.661 -2.414  0.112
H49 -2.084 -3.306 1.250  0.097
H50 -4.428 -3.765 0.590  0.111

Values from the calculation:
* HOMO-LUMO gap: 5.76 eV
* relative energy (zero: lowest compared OMol25 entry of this formula, charge and spin): 0.000 eV
* E_LUMO: 3.41 eV
* charge: -2

[2]
Formula: C40H51B2F4N4O2SV
Source: the OMol25 dataset
Level of theory: ωB97M-V/def2-TZVPD

Last column: Löwdin charge in e.
Atoms and positions in Å:
V1 0.525 0.255 -0.579  1.147
C1 2.872 2.576 2.903  -0.025
C2 1.528 1.891 2.806  -0.182
C3 0.449 2.573 2.244  -0.197
C4 0.621 4.022 1.857  -0.013
C5 -0.774 1.916 2.041  -0.179
C6 -1.960 2.744 1.590  -0.027
C7 -0.876 0.537 2.324  -0.191
C8 -2.172 -0.238 2.156  -0.038
C9 0.205 -0.128 2.929  -0.199
C10 0.088 -1.581 3.322  -0.047
C11 1.372 0.572 3.240  -0.175
C12 2.433 -0.094 4.080  -0.023
H1 2.918 3.291 3.728  0.099
H2 3.084 3.127 1.986  0.078
H3 3.675 1.857 3.040  0.058
H4 -0.310 4.580 1.913  0.071
H5 0.985 4.118 0.831  0.083
H6 1.339 4.522 2.503  0.082
H7 -2.026 3.656 2.182  0.086
H8 -2.904 2.227 1.726  0.046
H9 -1.886 3.044 0.544  0.076
H10 -2.446 -0.730 3.090  0.095
H11 -2.093 -1.024 1.400  0.069
H12 -3.008 0.392 1.873  0.045
H13 -0.234 -1.688 4.363  0.101
H14 1.049 -2.080 3.220  0.052
H15 -0.634 -2.116 2.707  0.069
H16 1.978 -0.737 4.833  0.086
H17 3.041 0.639 4.605  0.083
H18 3.088 -0.717 3.467  0.057
C13 -6.535 -0.288 0.041  -0.032
C14 -5.636 0.447 -0.966  -0.549
C15 -6.466 0.867 -2.188  -0.035
C16 -5.089 1.707 -0.303  -0.048
C17 -4.521 -0.501 -1.403  -0.135
C18 -4.859 -1.658 -2.135  -0.006
C19 -3.914 -2.547 -2.593  -0.048
C20 -2.580 -2.274 -2.304  -0.430
S1 -1.163 -3.142 -2.815  1.215
C21 -0.171 -2.015 -2.033  -0.503
N1 -0.829 -1.060 -1.371  -0.022
C22 -2.225 -1.168 -1.551  -0.257
C23 -3.190 -0.271 -1.097  0.047
C24 1.288 -1.966 -2.133  -0.248
C25 2.048 -2.938 -2.783  -0.032
C26 3.418 -2.777 -2.848  -0.049
C27 4.017 -1.653 -2.279  -0.036
C28 3.258 -0.687 -1.640  -0.077
C29 1.879 -0.834 -1.565  -0.159
H19 -7.307 0.388 0.413  0.092
H20 -5.955 -0.647 0.894  0.091
H21 -7.032 -1.146 -0.416  0.084
H22 -7.272 1.532 -1.870  0.092
H23 -6.924 0.016 -2.692  0.078
H24 -5.849 1.400 -2.914  0.093
H25 -5.917 2.373 -0.056  0.099
H26 -4.405 2.249 -0.962  0.079
H27 -4.570 1.477 0.628  0.061
H28 -5.898 -1.855 -2.363  0.118
H29 -4.198 -3.414 -3.174  0.120
H30 -2.885 0.612 -0.552  0.102
H31 1.575 -3.801 -3.239  0.108
H32 4.027 -3.519 -3.349  0.114
H33 5.091 -1.531 -2.342  0.117
H34 3.743 0.173 -1.201  0.100
C30 5.078 -0.620 1.644  -0.054
N2 4.702 -1.969 2.024  -0.178
C31 5.430 -2.533 3.146  -0.060
C32 3.540 -2.529 1.539  -0.449
N3 2.582 -1.771 1.125  0.158
N4 3.506 -3.912 1.551  -0.162
C33 4.671 -4.675 1.117  -0.053
C34 2.246 -4.568 1.277  -0.064
H35 5.994 -0.621 1.047  0.092
H36 5.260 -0.015 2.536  0.082
H37 4.272 -0.163 1.077  0.062
H38 5.374 -1.855 4.004  0.088
H39 6.486 -2.681 2.903  0.092
H40 4.999 -3.486 3.436  0.087
H41 1.886 -2.328 0.639  0.031
H42 5.557 -4.049 1.120  0.080
H43 4.521 -5.051 0.099  0.089
H44 4.840 -5.530 1.774  0.093
H45 2.001 -4.571 0.205  0.086
H46 1.439 -4.084 1.826  0.079
H47 2.306 -5.602 1.614  0.095
F1 1.637 1.472 -0.106  -0.252
B1 2.781 2.994 -1.589  -0.922
F2 2.757 2.156 -2.610  0.277
F3 1.808 3.880 -1.464  0.275
F4 3.828 3.021 -0.787  0.274
O1 -0.150 1.399 -3.458  0.192
B2 -0.271 1.435 -2.089  -0.514
O2 -1.239 2.332 -1.665  0.137
C35 -1.740 2.882 -2.844  -0.183
C36 -2.723 3.829 -2.990  0.012
C37 -3.025 4.200 -4.302  -0.067
C38 -2.354 3.640 -5.386  -0.066
C39 -1.357 2.680 -5.212  0.025
C40 -1.083 2.321 -3.915  -0.179
H48 -3.224 4.270 -2.139  0.123
H49 -3.791 4.943 -4.477  0.109
H50 -2.602 3.965 -6.388  0.109
H51 -0.826 2.242 -6.046  0.128

Values from the calculation:
* HOMO-LUMO gap (spin up / spin down): 6.40 / 6.65 eV
* relative energy (zero: lowest compared OMol25 entry of this formula, charge and spin): 0.000 eV
* spin multiplicity: 2
* E_LUMO (spin up / spin down): -4.17 / -3.93 eV
* charge: +1

[3]
Formula: C40H51BrN2O4RhSSi
Source: the OMol25 dataset
Level of theory: ωB97M-V/def2-TZVPD

Last column: Löwdin charge in e.
Atoms and positions in Å:
Rh1 0.236 -0.508 -0.277  0.914
O1 4.801 -0.706 -1.038  0.097
C1 5.195 -0.510 0.227  -0.248
C2 6.567 -0.403 0.455  0.001
C3 7.044 -0.213 1.733  -0.051
C4 6.173 -0.124 2.827  -0.075
C5 4.822 -0.214 2.614  -0.024
C6 4.302 -0.403 1.316  -0.083
C7 2.866 -0.438 1.104  -0.365
O2 2.391 -0.695 -0.041  -0.115
N1 2.075 -0.163 2.196  0.097
N2 0.809 -0.237 1.889  -0.068
C8 -0.018 0.072 2.883  -0.055
C9 -1.402 -0.028 2.807  -0.143
C10 -2.165 0.540 3.870  -0.040
C11 -3.518 0.517 3.853  -0.065
C12 -4.197 -0.102 2.761  -0.038
C13 -3.516 -0.685 1.735  -0.001
C14 -2.092 -0.686 1.711  -0.324
O3 -1.476 -1.305 0.775  -0.194
H1 3.834 -0.799 -1.043  0.078
H2 7.233 -0.482 -0.396  0.126
H3 8.113 -0.133 1.892  0.114
H4 6.563 0.017 3.828  0.108
H5 4.126 -0.147 3.437  0.107
H6 0.429 0.448 3.803  0.140
H7 -1.638 1.011 4.695  0.122
H8 -4.082 0.967 4.658  0.110
H9 -5.281 -0.114 2.751  0.116
H10 -4.023 -1.170 0.910  0.122
C15 1.753 3.574 1.696  -0.088
C16 0.428 4.151 1.179  -0.620
C17 0.327 5.627 1.613  -0.075
C18 -0.697 3.347 1.843  -0.110
Si1 0.321 4.085 -0.712  0.617
Br1 -0.164 1.768 -1.185  0.578
C19 -1.195 4.933 -1.485  -0.628
C20 -0.863 6.430 -1.654  -0.077
C21 -2.436 4.795 -0.590  -0.098
C22 -1.576 4.360 -2.865  -0.111
C23 1.961 4.287 -1.640  -0.633
C24 2.959 3.153 -1.348  -0.109
C25 2.589 5.627 -1.207  -0.076
C26 1.731 4.314 -3.158  -0.095
H11 1.731 3.586 2.793  0.097
H12 2.619 4.162 1.384  0.071
H13 1.903 2.536 1.380  0.061
H14 0.483 5.686 2.697  0.096
H15 -0.652 6.061 1.399  0.069
H16 1.087 6.257 1.139  0.076
H17 -0.640 3.495 2.930  0.099
H18 -0.576 2.284 1.640  0.023
H19 -1.698 3.634 1.523  0.063
H20 -0.608 6.919 -0.708  0.075
H21 -1.746 6.938 -2.060  0.097
H22 -0.042 6.595 -2.357  0.067
H23 -2.308 5.260 0.389  0.065
H24 -2.724 3.748 -0.449  0.081
H25 -3.273 5.304 -1.084  0.095
H26 -0.811 4.525 -3.620  0.062
H27 -2.486 4.869 -3.204  0.093
H28 -1.796 3.292 -2.828  0.040
H29 3.279 3.123 -0.309  0.060
H30 3.852 3.319 -1.960  0.095
H31 2.558 2.172 -1.613  0.040
H32 2.846 5.642 -0.145  0.067
H33 1.940 6.483 -1.411  0.073
H34 3.518 5.777 -1.769  0.098
H35 1.205 3.424 -3.515  0.076
H36 2.706 4.346 -3.658  0.095
H37 1.176 5.199 -3.475  0.068
O4 0.151 -2.425 -1.435  -0.621
S1 -0.948 -3.470 -1.166  1.000
C27 -0.577 -4.800 -2.342  -0.251
C28 -1.808 -5.611 -2.689  -0.282
C29 -1.825 -6.983 -2.484  -0.049
C30 -2.949 -7.732 -2.813  -0.069
C31 -4.067 -7.112 -3.348  -0.077
C32 -4.059 -5.738 -3.557  -0.072
C33 -2.938 -4.993 -3.228  -0.056
C34 -0.447 -4.276 0.376  -0.271
C35 -1.312 -5.475 0.685  -0.281
C36 -0.747 -6.739 0.810  -0.055
C37 -1.550 -7.848 1.049  -0.074
C38 -2.925 -7.701 1.151  -0.075
C39 -3.498 -6.439 1.035  -0.063
C40 -2.695 -5.330 0.809  -0.044
H38 0.222 -5.415 -1.927  0.102
H39 -0.196 -4.247 -3.202  0.105
H40 -0.956 -7.475 -2.056  0.114
H41 -2.947 -8.802 -2.648  0.109
H42 -4.941 -7.696 -3.606  0.106
H43 -4.926 -5.249 -3.984  0.107
H44 -2.938 -3.918 -3.391  0.111
H45 -0.556 -3.485 1.120  0.082
H46 0.609 -4.525 0.258  0.106
H47 0.329 -6.858 0.724  0.118
H48 -1.099 -8.828 1.154  0.110
H49 -3.553 -8.568 1.321  0.109
H50 -4.571 -6.319 1.126  0.109
H51 -3.138 -4.342 0.727  0.112

Values from the calculation:
* HOMO-LUMO gap (spin up / spin down): 7.41 / 5.81 eV
* relative energy (zero: lowest compared OMol25 entry of this formula, charge and spin): 0.485 eV
* spin multiplicity: 5
* E_LUMO (spin up / spin down): -2.96 / -4.99 eV
* charge: +1

[4]
Formula: C40H51Cl4N5O4P2Pd
Source: the OMol25 dataset
Level of theory: ωB97M-V/def2-TZVPD

Last column: Löwdin charge in e.
Atoms and positions in Å:
Pd1 -0.198 -0.577 -0.279  0.483
C1 -0.770 -4.060 0.906  -0.224
P1 -0.428 -2.928 -0.486  0.971
C2 1.268 -3.475 -1.010  -0.367
N1 1.443 -4.636 -1.578  0.141
C3 2.678 -4.932 -2.068  -0.205
C4 2.896 -6.173 -2.709  -0.013
C5 4.123 -6.456 -3.236  -0.076
C6 5.178 -5.517 -3.147  -0.075
C7 4.991 -4.316 -2.526  -0.014
C8 3.731 -4.006 -1.967  -0.205
N2 3.558 -2.828 -1.306  0.135
C9 2.374 -2.567 -0.824  -0.368
P2 2.068 -1.058 0.193  0.959
C10 2.213 -1.826 1.847  -0.217
C11 3.641 -0.043 0.148  -0.690
C12 4.902 -0.756 0.649  -0.095
C13 3.364 1.139 1.099  -0.103
C14 3.894 0.438 -1.283  -0.095
C15 -1.569 -3.535 -1.838  -0.704
C16 -1.156 -2.807 -3.120  -0.098
C17 -1.587 -5.048 -2.062  -0.097
C18 -2.987 -3.094 -1.447  -0.095
H1 -0.492 -5.083 0.655  0.045
H2 -1.834 -4.011 1.135  0.045
H3 -0.243 -3.731 1.799  0.018
H4 2.070 -6.869 -2.769  0.114
H5 4.296 -7.403 -3.729  0.104
H6 6.142 -5.761 -3.574  0.104
H7 5.784 -3.585 -2.438  0.113
H8 3.084 -2.478 1.907  0.055
H9 1.310 -2.382 2.077  0.009
H10 2.299 -1.035 2.592  0.025
H11 4.784 -1.123 1.668  0.069
H12 5.720 -0.028 0.663  0.088
H13 5.185 -1.583 0.004  0.060
H14 3.537 0.848 2.135  0.067
H15 2.340 1.511 1.043  0.038
H16 4.047 1.961 0.866  0.092
H17 4.156 -0.401 -1.929  0.070
H18 4.728 1.146 -1.286  0.088
H19 3.030 0.940 -1.715  0.040
H20 -0.158 -3.105 -3.450  0.074
H21 -1.171 -1.725 -2.971  0.058
H22 -1.861 -3.050 -3.920  0.088
H23 -0.625 -5.434 -2.385  0.052
H24 -2.332 -5.268 -2.832  0.084
H25 -1.889 -5.583 -1.159  0.073
H26 -3.055 -2.015 -1.327  0.051
H27 -3.319 -3.578 -0.526  0.075
H28 -3.672 -3.404 -2.241  0.089
Cl1 1.703 0.797 4.895  0.575
C19 0.089 0.066 4.733  -0.970
Cl2 -1.171 1.153 5.377  0.595
C20 -0.246 -0.281 3.261  -0.821
O1 -0.599 -1.446 3.079  -0.005
O2 -0.151 0.659 2.424  -0.163
H29 0.077 -0.828 5.342  0.057
C21 0.318 1.410 -2.723  -0.159
C22 0.585 2.742 -3.468  -0.149
N3 0.018 3.870 -2.723  -0.151
C23 -1.388 3.573 -2.432  -0.140
C24 -1.501 2.339 -1.505  -0.159
N4 -0.183 1.692 -1.364  -0.184
C25 0.728 2.640 -0.705  -0.150
C26 0.727 3.996 -1.450  -0.138
H30 1.218 0.799 -2.650  0.085
H31 -0.443 0.810 -3.226  0.115
H32 0.143 2.728 -4.467  0.114
H33 1.657 2.921 -3.585  0.114
H34 -1.900 3.398 -3.380  0.120
H35 -1.844 4.454 -1.973  0.097
H36 -2.214 1.608 -1.874  0.106
H37 -1.831 2.615 -0.505  0.071
H38 1.721 2.201 -0.697  0.076
H39 0.417 2.746 0.336  0.093
H40 1.748 4.334 -1.646  0.118
H41 0.229 4.771 -0.862  0.098
Cl3 -3.935 4.137 0.330  0.833
C27 -2.461 4.747 0.986  -0.580
C28 -2.063 6.019 0.614  -0.105
C29 -0.860 6.532 1.070  -0.069
C30 -0.051 5.776 1.898  -0.100
C31 -0.449 4.504 2.277  -0.587
Cl4 0.565 3.600 3.330  0.767
C32 -1.660 3.959 1.834  -0.279
N5 -2.030 2.637 2.173  0.173
C33 -3.226 2.332 2.699  -0.203
C34 -3.969 3.333 3.392  -0.020
C35 -5.166 3.028 3.959  -0.048
C36 -5.686 1.724 3.837  -0.018
C37 -4.988 0.748 3.152  0.000
C38 -3.756 0.999 2.568  -0.101
C39 -3.107 -0.017 1.707  -0.042
C40 -3.294 0.303 0.195  -0.656
O3 -4.290 0.941 -0.142  0.006
O4 -2.394 -0.164 -0.570  -0.175
H42 -2.700 6.591 -0.046  0.111
H43 -0.550 7.524 0.772  0.115
H44 0.889 6.159 2.268  0.110
H45 -1.301 1.874 2.123  0.109
H46 -3.536 4.318 3.500  0.126
H47 -5.713 3.779 4.513  0.114
H48 -6.644 1.489 4.280  0.114
H49 -5.415 -0.240 3.038  0.127
H50 -3.562 -0.992 1.886  0.136
H51 -2.046 -0.121 1.897  0.064

Values from the calculation:
* HOMO-LUMO gap (spin up / spin down): 5.91 / 4.74 eV
* relative energy (zero: lowest compared OMol25 entry of this formula, charge and spin): 0.595 eV
* spin multiplicity: 3
* E_LUMO (spin up / spin down): -0.40 / -2.97 eV